The following is a quantum chemistry calculation of a structure of composition C18H23BrIrN3Si, from the OMol25 dataset.

## Properties
Kohn-Sham gap, eV: 7.98
ΔE to the lowest compared entry with this formula, charge and spin, kcal/mol: 0.0
E_LUMO, eV: -7.310
Max |F|, Eh/bohr: 0.0052

Geometry as ORCA input:
```
! wB97M-V def2-TZVPD RIJCOSX def2/J DEFGRID3
* xyz 2 1
Ir -0.28619 -0.18132 -0.14946
N -0.20782 -2.06870 0.85365
C 1.10689 -2.67910 0.65396
C 1.42454 -3.92009 1.12163
C 2.71653 -4.44515 0.90949
C 3.65528 -3.71121 0.24365
C 3.34283 -2.42001 -0.24634
C 4.27439 -1.61207 -0.93278
C 3.90213 -0.37343 -1.37115
C 2.59351 0.06605 -1.13879
N 1.68610 -0.65811 -0.50635
C 2.04880 -1.90487 -0.04316
H -0.40461 -1.98476 1.85298
H -0.94118 -2.67271 0.48380
H 0.68918 -4.50708 1.65938
H 2.95455 -5.43065 1.28367
H 4.65006 -4.10506 0.08165
H 5.27759 -1.98305 -1.10185
H 4.58988 0.27492 -1.89411
H 2.27671 1.03937 -1.48325
C -1.79089 3.08688 0.01249
Si -0.10783 2.37300 -0.32419
C 1.04168 2.58641 1.12990
C 0.55076 3.18388 -1.87534
C -0.54895 0.56084 -1.81720
H -1.70453 4.16781 -0.13719
H -2.12650 2.93651 1.03776
H -2.57063 2.74426 -0.66914
H 1.24375 3.65011 1.28548
H 2.00173 2.08440 1.00911
H 0.56849 2.21726 2.04361
H 0.62158 4.24813 -1.62722
H -0.11585 3.10638 -2.73552
H 1.54710 2.87349 -2.18913
H 0.21763 0.51852 -2.59284
H -1.50614 0.92592 -2.19750
Br -6.70210 0.47410 1.72874
C -4.93537 0.29150 1.17849
C -4.63391 -0.14700 -0.10437
C -3.31005 -0.27018 -0.47229
N -2.29695 0.03458 0.35437
C -2.59936 0.45182 1.59832
C -3.89077 0.58741 2.05021
H -5.41281 -0.39882 -0.80959
H -3.04621 -0.63741 -1.45422
H -1.76290 0.70124 2.24198
H -4.08013 0.92600 3.05867
*
```

---

The following is a quantum chemistry calculation of the ion C5H7ClNOS with charge +1 in a non-equilibrium geometry, from the OMol25 dataset.

## Properties
Kohn-Sham gap (alpha / beta), eV: 6.54 / 6.18
Expectation value of S²: 2.0157
E_LUMO (alpha / beta), eV: -4.770 / -8.326
Max |F|, Eh/bohr: 0.1462

Geometry as ORCA input:
```
! wB97M-V def2-TZVPD RIJCOSX def2/J DEFGRID3
* xyz 1 3
C -1.93158 -0.55341 0.11442
C -2.03999 0.23633 -0.97164
C -0.68086 -0.62710 0.79766
C 1.02904 1.20150 0.84060
C 1.36680 -0.82944 -0.55353
N 0.42446 0.16118 -0.02665
O -0.35653 -1.25622 1.74092
S -0.17624 1.15141 -1.31937
Cl -3.20796 0.62226 -2.04868
H -2.75132 -1.24450 0.33014
H 1.92754 1.49053 0.46082
H 0.23114 1.91246 0.95274
H 1.20805 0.94875 1.88700
H 2.18112 -0.27164 -0.92662
H 1.61217 -1.66750 0.20311
H 1.16416 -1.27462 -1.48094
*
```

---

The following is a quantum chemistry calculation of a structure of composition C35H53CrN2OP2S2Si4 in a non-equilibrium geometry, from the OMol25 dataset.

## Properties
Kohn-Sham gap (alpha / beta), eV: 6.12 / 6.40
Expectation value of S²: 0.7538
E_LUMO (alpha / beta), eV: -0.687 / -0.922
Max |F|, Eh/bohr: 0.0528

Geometry as ORCA input:
```
! wB97M-V def2-TZVPD RIJCOSX def2/J DEFGRID3
* xyz 0 2
Cr 0.41615 -0.11385 1.61195
C 0.13043 -3.01589 3.72784
P 0.97909 -1.42195 3.45519
C 0.81289 -0.64656 5.09920
C 2.74900 -1.90443 3.41229
C 3.38429 -2.57203 4.46012
C 4.73292 -2.88220 4.38284
C 5.45889 -2.52496 3.25229
C 4.82981 -1.87656 2.20205
C 3.47046 -1.56936 2.27315
P 2.52685 -0.84797 0.87280
C 3.66062 0.32963 0.09432
C 2.57241 -2.25211 -0.31099
H 0.53952 -3.56041 4.57949
H 0.22176 -3.63047 2.83263
H -0.92917 -2.82470 3.90828
H 1.14109 -1.30587 5.90502
H -0.23343 -0.38162 5.25852
H 1.39857 0.26934 5.11243
H 2.82632 -2.84459 5.35062
H 5.22086 -3.39546 5.20301
H 6.51435 -2.75854 3.18930
H 5.40425 -1.60986 1.31968
H 4.52077 -0.18546 -0.33541
H 3.98183 1.06396 0.82900
H 3.11545 0.84922 -0.69741
H 3.59714 -2.55923 -0.52791
H 2.07463 -1.97052 -1.24242
H 2.03459 -3.09714 0.12350
S 1.54821 1.63356 2.62908
C 0.93201 3.05511 1.77892
C 1.14624 4.32503 2.31966
C 0.61011 5.46357 1.73554
C 0.85281 6.76160 2.33933
N 1.06244 7.78146 2.83053
C -0.17181 5.33255 0.58132
C -0.36699 4.08121 0.02655
C 0.19595 2.92777 0.58932
S -0.03922 1.37079 -0.18492
C -0.80487 6.48937 -0.02807
N -1.30509 7.40577 -0.51201
H 1.72829 4.42193 3.23058
H -0.98230 3.99069 -0.86062
C -3.39982 -1.56196 1.50775
C -2.54720 -0.44110 1.98744
O -1.34803 -0.50445 1.76538
C -3.11154 0.75652 2.64671
C -4.49272 0.93523 2.71183
C -5.02084 2.08551 3.27745
C -4.17056 3.05802 3.79103
C -2.79278 2.87467 3.74734
C -2.26584 1.72861 3.17517
H -2.77109 -2.40934 1.24351
H -3.95698 -1.25097 0.61804
H -4.11943 -1.86134 2.27146
H -5.16286 0.18649 2.30187
H -6.09322 2.22636 3.31070
H -4.58277 3.96200 4.22291
H -2.12510 3.62770 4.15054
H -1.19646 1.59062 3.14627
C -1.73637 2.32023 -3.42990
Si -2.21170 0.55665 -3.07806
C -3.36453 0.50665 -1.61099
C -3.11964 -0.11598 -4.56534
Si -0.28481 -0.68703 -2.70683
Si -0.74311 -2.95460 -2.82499
C 0.56150 -4.09868 -2.14971
C -2.29221 -3.25625 -1.82128
C -1.07177 -3.47924 -4.58700
Si 1.50335 0.15684 -3.92156
C 1.91818 1.89663 -3.38835
C 1.01798 0.19115 -5.72274
C 3.03011 -0.90407 -3.75780
H -2.62575 2.96077 -3.39935
H -1.27882 2.41804 -4.42155
H -1.01501 2.68476 -2.68983
H -4.14054 1.27471 -1.72109
H -2.80835 0.70982 -0.68808
H -3.85826 -0.46911 -1.52379
H -3.89639 0.59320 -4.88209
H -3.60339 -1.07489 -4.33919
H -2.43696 -0.27362 -5.40937
H 0.63362 -4.02491 -1.05808
H 1.55888 -3.91333 -2.56779
H 0.26790 -5.12389 -2.40607
H -2.08577 -3.09895 -0.75223
H -2.64188 -4.28666 -1.95949
H -3.10536 -2.57630 -2.10833
H -0.16366 -3.39437 -5.19816
H -1.84969 -2.86533 -5.05833
H -1.39898 -4.52695 -4.60052
H 1.40938 2.62546 -4.03209
H 2.99860 2.06904 -3.46336
H 1.60475 2.08920 -2.35459
H 0.16517 0.86396 -5.88078
H 0.73291 -0.80362 -6.08891
H 1.85860 0.55515 -6.32749
H 3.54720 -0.71267 -2.80992
H 3.71786 -0.65817 -4.57600
H 2.80610 -1.97701 -3.81099
*
```

---

The following is a quantum chemistry calculation of a structure of composition C15H29AsN3NiOS2, from the OMol25 dataset.

## Properties
Kohn-Sham gap (alpha / beta), eV: 7.80 / 6.90
Expectation value of S²: 2.0077
ΔE to the lowest compared entry with this formula, charge and spin, kcal/mol: 2.9
E_LUMO (alpha / beta), eV: -2.614 / -3.618
Max |F|, Eh/bohr: 0.0121

Geometry as ORCA input:
```
! wB97M-V def2-TZVPD RIJCOSX def2/J DEFGRID3
* xyz 1 3
Ni -0.59412 1.43813 -0.45385
N 1.33710 2.03539 -1.22939
C 1.33718 3.50221 -1.42495
C 0.01912 3.91833 -2.05534
N -1.05874 3.37766 -1.22288
C -2.42200 3.41150 -1.75945
C -3.29957 2.62193 -0.80375
N -2.72188 1.26987 -0.63101
H 2.07023 1.76587 -0.58128
H 1.54403 1.57136 -2.11041
H 2.17914 3.82929 -2.03678
H 1.43606 3.96271 -0.44100
H -0.08056 3.51186 -3.06535
H -0.03323 5.00785 -2.13183
H -1.06631 3.88103 -0.33525
H -2.42192 2.95757 -2.75446
H -2.79789 4.43300 -1.86435
H -4.32802 2.57900 -1.16576
H -3.30316 3.10385 0.17491
H -2.91415 0.71458 -1.46240
H -3.16638 0.78263 0.14079
C -2.13938 -0.11042 3.80365
O -1.59442 0.63235 2.69881
C -0.76871 1.65718 2.99385
S -0.33746 2.09929 4.49227
S -0.25923 2.50060 1.53834
H -2.78806 -0.85484 3.35016
H -2.70199 0.55100 4.45931
H -1.34068 -0.58129 4.37501
C -1.19853 -2.10836 -1.31098
As -0.04364 -0.95637 -0.25474
C -0.10594 -1.89688 1.42617
C 1.70364 -1.43897 -1.02796
C 2.32391 -2.65656 -0.40880
C 2.17001 -3.90344 -1.00564
C 2.71236 -5.03841 -0.41702
C 3.41851 -4.93492 0.77088
C 3.58455 -3.69163 1.36797
C 3.03995 -2.56101 0.78155
H -0.84668 -3.13827 -1.24974
H -1.19980 -1.79152 -2.35333
H -2.21452 -2.06374 -0.91947
H 0.22394 -2.92135 1.26642
H -1.13547 -1.87460 1.77267
H 0.52707 -1.40569 2.16256
H 2.36652 -0.57720 -0.94566
H 1.50346 -1.60394 -2.08867
H 1.62905 -3.99005 -1.94088
H 2.58917 -6.00193 -0.89295
H 3.84746 -5.81680 1.22622
H 4.14256 -3.60390 2.29025
H 3.17740 -1.59399 1.25353
*
```

---

The following is a quantum chemistry calculation of the molecule C7H13N in a non-equilibrium geometry, from the OMol25 dataset.

## Properties
Kohn-Sham gap, eV: 3.39
ΔE to the lowest compared entry with this formula, charge and spin, kcal/mol: 179.3
E_LUMO, eV: -2.883
Max |F|, Eh/bohr: 0.0729

Geometry as ORCA input:
```
! wB97M-V def2-TZVPD RIJCOSX def2/J DEFGRID3
* xyz 0 1
C -1.19609 -0.34968 -2.10574
C 0.01279 -0.01278 -1.25400
C 0.05478 -0.14242 0.25767
C 0.03096 1.10270 1.05892
C 1.16308 1.56988 1.82145
C 2.43767 1.10418 1.92754
C -1.00403 -1.23994 0.75589
N -1.22197 -1.71456 -2.53135
H -2.04973 -0.11340 -1.43098
H -1.27385 0.43423 -2.86743
H 0.66715 -0.81153 -1.74032
H 0.49318 0.99761 -1.41922
H -0.89824 1.65133 1.19797
H 0.77328 2.41458 2.35727
H 2.55545 0.12285 1.75629
H 3.20133 1.63173 2.46273
H 1.05957 -0.38288 0.56119
H -0.45454 -1.82359 1.56658
H -1.47196 -1.83256 -0.08969
H -1.91857 -0.70385 1.26437
H -0.96028 -1.90188 -3.54916
*
```

---

The following is a quantum chemistry calculation of the ion C16H30BrNO7P with charge +1 in a non-equilibrium geometry, from the OMol25 dataset.

## Properties
Kohn-Sham gap, eV: 8.95
SMILES string: C#CCCC[C@@H]1C[C@@H](Br)[N@+](O)(COCCOCCOCC)[C@H]1P(=O)(O)O
ΔE to the lowest compared entry with this formula, charge and spin, kcal/mol: 26.1
E_LUMO, eV: -2.925
Max |F|, Eh/bohr: 0.0441

Geometry as ORCA input:
```
! wB97M-V def2-TZVPD RIJCOSX def2/J DEFGRID3
* xyz 1 1
C -4.11873 -0.07760 4.89858
C -4.19973 -0.72860 3.87923
C -4.29304 -1.45637 2.62793
C -3.53545 -2.77805 2.64296
C -2.01357 -2.65127 2.74396
C -1.36368 -1.75519 1.68214
C -2.01225 -1.61568 0.30836
C -0.92203 -0.83214 -0.44093
Br -1.18743 1.07492 0.02854
N 0.45933 -1.37640 0.08492
O 1.13981 -0.26166 0.54484
C 1.13753 -2.13312 -1.06010
O 2.26851 -1.49138 -1.48524
C 2.20896 -0.99890 -2.83727
C 1.29093 0.23006 -2.93992
O 1.94110 1.28606 -3.60618
C 1.51319 2.53311 -3.04416
C 1.78080 3.67092 -4.01158
O 1.20074 4.84343 -3.48696
C 2.05918 5.59629 -2.65077
C 1.75538 5.39917 -1.15399
C 0.04251 -2.24529 1.21259
P 1.22433 -2.55114 2.57758
O 1.21227 -3.97066 2.84768
O 0.77703 -1.74787 3.86691
O 2.69979 -2.06223 2.18503
H -4.12453 0.61964 5.68370
H -4.01492 -0.77947 1.82739
H -5.34440 -1.68798 2.47507
H -3.79259 -3.42822 1.81227
H -3.85333 -3.31033 3.53420
H -1.60681 -3.66036 2.64670
H -1.73296 -2.33504 3.73798
H -1.20256 -0.81174 2.19581
H -2.27837 -2.54307 -0.19491
H -2.85576 -0.95006 0.17631
H -1.03576 -0.77113 -1.51129
H 2.08157 -0.49869 0.65384
H 0.45728 -2.32556 -1.88493
H 1.42536 -3.10180 -0.65636
H 3.20963 -0.65216 -3.06017
H 1.97655 -1.78277 -3.55394
H 1.10962 0.56377 -1.92027
H 0.35825 -0.05101 -3.44041
H 1.98510 2.69863 -2.07598
H 0.42903 2.49341 -2.93415
H 2.85478 3.76291 -4.17750
H 1.30246 3.47686 -4.96520
H 3.11485 5.39266 -2.82193
H 1.89100 6.64358 -2.88289
H 1.70629 6.37061 -0.67204
H 2.54134 4.85125 -0.64271
H 0.78892 4.92759 -1.01247
H -0.17807 -3.24688 0.84701
H 0.77137 -2.39615 4.58769
H 2.95119 -1.36888 2.81502
*
```